Here is a 5-piece molecular cluster, C25H45N3O16S6 overall at a distorted geometry from the Open Molecules 2025 dataset. Energies are from ωB97M-V/def2-TZVPD.

E in hartree: -4736.3282
E_HOMO in eV: -8.73
Charge: 0
SMILES: CCN(CC)C(=S)SCCC[C@H](C#N)[C@@H](C#N)CCC(C)C.O=S1(=O)OCCO1.O=S1(=O)OCCO1.O=S1(=O)OCCO1.O=S1(=O)OCCO1
LUMO in Eh: -0.01815

CARTESIAN COORDINATES (ANGSTROEM)
C 4.938757 -1.972612 0.318658
C 4.517512 -0.395753 0.315899
N 3.183823 -0.057218 -0.283609
C 2.977742 -0.585920 -1.678388
C 2.445935 0.621232 -2.703669
C 2.013619 -0.276359 0.635014
S 1.789278 -1.529555 1.757001
S 0.624892 1.026718 0.550718
C -0.889173 0.457585 1.492907
C -1.681472 -0.819883 0.840110
C -2.511917 -0.499668 -0.535136
C -1.628929 -0.544261 -1.914449
C -2.470815 0.384783 -3.021621
N -3.243115 1.006881 -3.888965
C -1.561703 -2.060585 -2.614298
C -0.849379 -1.815691 -4.107694
N 0.089090 -1.672397 -5.020857
C -0.711165 -3.074601 -1.647836
C 0.167620 -4.214468 -2.431984
C 1.104307 -4.950807 -1.258056
C 0.339510 -6.262017 -0.633804
C 2.640968 -5.220609 -1.764518
H 6.123702 -2.058440 0.214349
H 4.493477 -2.624956 -0.542551
H 4.680758 -2.531880 1.340588
H 5.320136 0.317194 -0.203454
H 4.500189 -0.042646 1.454995
H 3.959353 -1.040345 -2.173751
H 2.173448 -1.435795 -1.679389
H 2.539021 0.242857 -3.819351
H 3.053883 1.620027 -2.502411
H 1.309887 0.858444 -2.491809
H -1.641748 1.378653 1.510287
H -0.616515 0.267610 2.638600
H -0.921401 -1.706817 0.772890
H -2.494847 -1.151904 1.648340
H -3.141884 0.509893 -0.472625
H -3.334755 -1.357970 -0.635242
H -0.567774 -0.056310 -1.847209
H -2.665645 -2.397272 -2.836844
H -1.439233 -3.493720 -0.822022
H 0.072062 -2.392296 -1.059562
H -0.550820 -5.025879 -2.878971
H 0.926794 -3.768230 -3.204047
H 1.170873 -4.150550 -0.374847
H 0.721343 -6.474894 0.456507
H 0.530097 -7.198346 -1.330294
H -0.824740 -6.025129 -0.684207
H 3.190751 -4.171194 -1.901956
H 3.228074 -5.780448 -0.920770
H 2.653697 -5.778107 -2.810885
O -4.288819 3.850259 3.353248
S -3.830819 4.087808 2.002346
O -2.587016 4.756671 1.699067
O -5.030571 4.825277 1.180985
C -5.389821 4.032959 0.050337
C -5.072037 2.592887 0.443942
O -3.863834 2.669792 1.197009
H -4.777635 4.353726 -0.798712
H -6.447008 4.171073 -0.191645
H -4.944402 1.942224 -0.424458
H -5.850344 2.181500 1.095349
O 3.165380 5.126481 -6.423193
S 2.650822 3.908184 -5.838289
O 3.480141 2.968138 -5.120692
O 1.826705 3.099980 -6.989608
C 0.478384 2.909508 -6.564232
C 0.174404 4.081728 -5.635137
O 1.375731 4.294395 -4.897326
H 0.421762 1.956680 -6.028078
H -0.193113 2.881311 -7.426538
H -0.660198 3.873654 -4.961405
H -0.037105 4.992240 -6.205719
O 5.753253 -0.151264 3.628516
S 5.796466 1.136962 4.284059
O 7.027471 1.845295 4.547293
O 4.952400 1.028422 5.674624
C 3.891359 1.981963 5.662599
C 3.535241 2.177293 4.191292
O 4.780630 2.142306 3.498066
H 4.263887 2.911638 6.104725
H 3.043273 1.616107 6.247556
H 3.019238 3.123083 4.009646
H 2.919696 1.350357 3.821681
O -3.434239 -1.454268 3.648188
S -4.756320 -1.145911 4.146331
O -5.950784 -1.801643 3.667088
O -4.973867 0.466743 4.046739
C -5.251267 0.990271 5.344491
C -4.551565 0.049581 6.321855
O -4.725343 -1.254969 5.773467
H -6.335913 0.976777 5.492503
H -4.886331 2.017523 5.427248
H -4.974361 0.104463 7.327839
H -3.477096 0.256450 6.367164

Forces on the atoms, in the same order (eV/Å):
C 1.2 -0.8 0.4
C 0.9 0.2 1.5
N -1.5 -1.0 1.3
C -0.9 0.5 -2.0
C -0.1 -0.3 0.4
C -0.3 -0.6 0.2
S 0.8 1.7 -1.6
S 1.0 -0.9 -0.3
C -1.2 -0.5 1.1
C -0.4 0.1 1.1
C -0.5 -0.8 0.0
C -1.2 0.8 -1.7
C -5.6 3.9 -5.9
N 7.3 -5.8 8.3
C 0.0 1.1 -0.9
C 8.0 0.5 -4.9
N -9.0 -1.2 8.4
C 0.9 0.9 -0.3
C 0.4 -0.7 1.6
C -0.2 0.7 0.5
C 0.1 0.4 -0.9
C -0.3 0.7 0.1
H -2.5 0.3 0.2
H 0.7 1.5 1.5
H 0.4 1.5 -2.3
H -1.7 -1.8 0.9
H 0.0 -0.8 -2.6
H -1.9 1.1 1.6
H 1.5 1.4 0.0
H -0.1 0.9 2.3
H -1.2 -2.3 -0.6
H 2.3 -0.5 -0.4
H 1.9 -1.7 -0.3
H -0.5 0.1 -2.6
H -1.6 1.7 -0.2
H 1.8 0.8 -1.8
H 1.7 -2.1 0.0
H 1.7 1.8 0.1
H -2.0 -1.0 0.0
H 2.3 0.5 0.5
H 1.4 0.6 -1.8
H -1.6 -1.4 -1.3
H 1.5 1.6 0.5
H -1.9 -0.6 1.3
H 0.0 -1.7 -1.8
H -0.9 0.3 -2.2
H -0.4 1.8 1.5
H 2.4 -0.6 0.5
H -1.3 -2.2 0.2
H -1.1 0.8 -1.8
H 0.1 1.0 2.4
O 0.7 0.5 -1.5
S 0.2 0.3 0.1
O -1.5 -1.0 0.7
O 0.6 -0.7 0.9
C 0.1 -0.3 -0.7
C -0.8 0.0 0.0
O 0.4 1.0 0.3
H -0.1 -0.1 0.0
H 0.2 0.1 0.3
H 0.2 0.1 0.2
H 0.0 0.0 -0.1
O -0.4 -1.7 0.8
S 0.4 0.2 0.0
O -0.9 1.4 -0.9
O 0.5 0.9 0.6
C -0.6 -0.3 0.5
C -0.4 0.2 -0.6
O 0.9 -0.6 -0.4
H -0.1 0.1 0.0
H 0.3 0.1 0.0
H 0.3 0.0 0.1
H -0.1 -0.1 0.0
O 0.3 1.6 0.9
S 0.4 -0.1 -0.1
O -1.5 -1.1 -0.6
O 0.3 -0.2 -1.0
C -0.3 0.7 0.0
C -0.6 -0.4 0.2
O 0.9 -0.3 0.7
H -0.1 -0.1 0.0
H 0.3 -0.1 -0.1
H 0.3 -0.1 -0.1
H 0.0 0.1 0.1
O -1.8 0.3 0.4
S -0.2 -0.2 0.0
O 1.8 0.6 0.5
O 0.5 -1.1 0.0
C -0.4 0.2 0.7
C 0.4 0.6 0.0
O -0.4 0.0 -1.1
H 0.1 0.0 0.0
H 0.0 -0.2 -0.3
H 0.0 -0.2 -0.2
H -0.1 0.1 0.0